No. 1
Below is one molecule with the formula C6H6O2, with properties calculated with ωB97M-V/def2-TZVPD.

The geometry in XYZ format:
```
14
C6H6O2, DFT ωB97M-V/def2-TZVPD
C 0.66708 -0.46432 1.45557
C 1.29566 -0.82929 0.35032
C 0.53847 -0.56889 -0.91463
C 0.53155 0.88625 -1.23017
C -0.51515 1.44002 -0.58607
C -1.12681 0.24727 0.18176
O -0.54087 0.12396 1.43197
O -0.83682 -0.80813 -0.71489
H 1.00642 -0.61354 2.52852
H 2.34025 -1.13312 0.16675
H 1.03830 -1.20416 -1.78198
H 1.26385 1.41032 -1.81021
H -0.77691 2.47262 -0.60557
H -2.19514 0.27505 0.22521
```

Computed properties:
2S+1 ... 1
HOMO-LUMO gap ... 9.86 eV
HOMO ... -8.869 eV
Relative energy (zero: lowest compared OMol25 entry of this formula, charge and spin) ... 1.822 eV
LUMO level ... 0.0363 hartree

No. 2
Below is a 4-piece molecular cluster, C3H12N2O3 overall, with properties calculated with ωB97M-V/def2-TZVPD.

The geometry in XYZ format:
```
20
C3H12N2O3, DFT ωB97M-V/def2-TZVPD
C 0.07387 1.55212 0.65136
C -0.90461 0.41852 0.38526
N -1.60696 0.70371 -0.87104
O -0.47126 2.81109 0.38812
O 1.21790 1.31847 -0.20108
H -1.10475 2.66103 -0.33813
H 1.71590 2.14208 -0.26311
H 0.40570 1.55833 1.69214
H -1.05629 0.45625 -1.68737
H -2.49191 0.21835 -0.93148
H -1.63963 0.38634 1.18787
H -0.44378 -0.96644 -0.25013
C 0.80923 -2.45333 0.19009
N 0.19104 -1.76578 -0.76877
O 1.10791 -1.04922 -1.60405
H 1.32273 -0.22088 -1.12144
H 0.10286 -0.67752 1.25551
H 0.68226 -1.32601 1.42235
H 0.20763 -3.17722 0.72600
H 1.88212 -2.58989 0.13788
```

Computed properties:
2S+1 ... 1
HOMO-LUMO gap ... 8.60 eV
HOMO ... -8.014 eV
Relative energy (zero: lowest compared OMol25 entry of this formula, charge and spin) ... 6.865 eV
LUMO level ... 0.0216 hartree

No. 3
Below is C33H39FN4P2Pt as an isolated structure, with properties calculated with ωB97M-V/def2-TZVPD.

The geometry in XYZ format:
```
80
C33H39FN4P2Pt, DFT ωB97M-V/def2-TZVPD
Pt -0.35724 -2.25820 2.79002
C -0.41304 2.70599 3.43671
C -1.15366 1.78799 2.83572
C -1.30293 1.43872 1.40012
C -0.14813 0.89252 0.56534
C 1.22548 0.72767 1.14658
C 1.99864 1.72576 1.59431
C 1.51492 3.11673 1.69421
C 0.77467 3.51497 3.01378
C 1.63663 -2.28013 3.08754
H -0.83583 3.15311 4.35523
H -1.79841 1.18871 3.48217
H -1.63318 2.33456 0.87379
H -2.15923 0.74517 1.33584
H -0.45904 -0.14354 0.30071
H -0.11783 1.53566 -0.34214
H 1.53901 -0.33121 1.27446
H 2.93253 1.50517 2.11581
H 0.84491 3.34823 0.85371
H 2.42633 3.73674 1.67634
H 1.49024 3.44034 3.85113
H 0.52851 4.59863 2.97005
H 1.69632 -2.39935 4.19087
H 2.10011 -1.33190 2.74979
H 2.03820 -3.16411 2.55196
P 1.68585 -1.17104 -1.20413
P -2.06690 -0.27028 -1.43558
N 3.13919 -0.07605 -1.75817
N 2.14575 -2.41279 -2.32701
N -1.90112 1.31258 -2.21136
N -3.58271 -0.80272 -2.40262
C 0.53758 -0.33552 -2.37536
C -0.81377 -1.05391 -2.52474
C 4.32818 0.04951 -1.04036
C 5.19798 0.87907 -1.75248
C 4.53703 1.24416 -2.96026
C 3.28197 0.64892 -2.93651
C 2.47470 -3.70977 -1.90172
C 3.04698 -4.39618 -2.96385
C 3.06420 -3.50465 -4.09031
C 2.50720 -2.30145 -3.68028
C -2.40737 2.48811 -1.62100
C -2.53442 3.46087 -2.59036
C -2.13288 2.88156 -3.83650
C -1.66749 1.60011 -3.57201
C -4.41725 -0.27514 -3.39129
C -5.32814 -1.25525 -3.79188
C -5.05606 -2.42741 -3.01446
C -4.00282 -2.11833 -2.16439
H 0.97752 -0.23989 -3.37411
H 0.42408 0.69209 -2.00185
H -1.12095 -1.03389 -3.58551
H -0.74064 -2.11167 -2.22252
H 4.44789 -0.45278 -0.08914
H 6.18990 1.17178 -1.44970
H 4.90397 1.86599 -3.76113
H 2.51075 0.69917 -3.69363
H 2.24014 -4.01126 -0.88926
H 3.42913 -5.41195 -2.94198
H 3.43778 -3.70487 -5.08707
H 2.33352 -1.38523 -4.23273
H -2.63741 2.55192 -0.56812
H -2.91653 4.45367 -2.42255
H -2.23486 3.32006 -4.81683
H -1.12010 0.92175 -4.21554
H -4.31243 0.75436 -3.71447
H -6.09837 -1.14573 -4.54394
H -5.57935 -3.37416 -3.06690
H -3.52236 -2.71335 -1.39758
F -1.35434 -0.52685 8.44836
C -1.31168 -0.60475 7.07514
C -0.22095 -0.01501 6.43170
C -0.03301 -0.31274 5.07147
C -0.89293 -1.26600 4.49765
C -2.10191 -1.67561 5.07174
C -2.30555 -1.34435 6.42331
H 0.48168 0.63410 6.95191
H 0.71172 0.16670 4.42651
H -2.80534 -2.24336 4.46155
H -3.18304 -1.70075 6.95784
```

Computed properties:
<S²> ... 2.005
2S+1 ... 3
HOMO-LUMO gap (spin up / spin down) ... 6.20 / 5.67 eV
HOMO (spin up / spin down) ... -6.802 / -8.106 eV
Relative energy (zero: lowest compared OMol25 entry of this formula, charge and spin) ... 2.861 eV
LUMO level (spin up / spin down) ... -0.0222 / -0.0896 hartree

No. 4
Below is C39H87BaF6N4O44P7 as an isolated structure, with properties calculated with ωB97M-V/def2-TZVPD.

The geometry in XYZ format:
```
188
C39H87BaF6N4O44P7, DFT ωB97M-V/def2-TZVPD
Ba 1.15431 -4.98226 0.20832
C 2.12573 -0.11369 0.40374
C 1.47037 0.91462 -0.16665
C 0.48814 0.66387 -1.28297
O -0.25744 1.53613 -1.85090
C 0.24409 -0.56258 -1.75223
C 0.81960 -1.74912 -1.07094
C 1.74359 -1.53220 0.14640
O 2.18058 -2.56055 0.71416
O 0.65764 -2.87877 -1.48547
O 1.95197 2.08447 0.25092
H 2.85016 0.03218 1.19135
H -0.46449 -0.69760 -2.55603
C 1.20963 4.49057 -2.97034
N 1.97977 5.77260 -3.04705
O 2.05111 6.44263 -2.04236
O 2.38345 6.15902 -4.14349
H 1.31521 3.95461 -2.02711
H 1.37034 3.90313 -3.87432
H 0.17217 4.82433 -2.98977
C 4.43809 2.93584 -2.05903
N 5.04204 4.23765 -1.60144
O 4.88441 5.19076 -2.33492
O 5.68500 4.19383 -0.52261
H 5.07601 2.61110 -2.88104
H 3.47242 3.15616 -2.51403
H 4.42538 2.15655 -1.29703
C 1.63173 0.57972 -4.40040
N 2.20946 0.17956 -5.66305
O 1.45671 -0.40561 -6.38977
O 3.37875 0.43835 -5.84433
H 0.70036 0.05598 -4.18508
H 1.31105 1.62136 -4.41664
H 2.32920 0.36839 -3.58986
C 3.17994 2.41473 3.40306
N 2.02484 1.64380 3.91375
O 0.98209 2.25941 4.09361
O 2.15391 0.40228 4.13068
H 3.98024 1.67748 3.33915
H 3.41429 3.21335 4.10689
H 2.92930 2.82097 2.42314
C 4.67989 -2.10327 -1.47437
O 4.89903 -3.26292 -2.25516
P 3.63646 -4.03948 -2.93941
O 2.86738 -4.81116 -1.94463
O 2.83075 -2.86544 -3.72284
C 1.60090 -3.21867 -4.42134
O 4.35504 -4.90027 -4.11378
C 5.04764 -4.23156 -5.12143
H 3.81720 -1.54807 -1.84265
H 5.52566 -1.41580 -1.46185
H 4.55605 -2.37603 -0.42634
H 0.81509 -2.54054 -4.08855
H 1.32431 -4.24638 -4.18600
H 1.67863 -3.11130 -5.50325
H 4.41169 -4.28521 -6.00505
H 6.01652 -4.67519 -5.35071
H 5.20184 -3.18887 -4.84369
C -3.98849 -4.83318 1.87620
O -3.30249 -3.68772 2.43682
P -2.11090 -2.98953 1.64795
O -0.98194 -3.84325 1.26768
O -2.95789 -2.20181 0.46166
C -2.50162 -1.07369 -0.19413
O -1.77285 -1.76099 2.66796
C -0.52600 -1.66724 3.27486
H -3.38650 -5.42431 1.18608
H -4.97895 -4.63503 1.46653
H -4.35909 -5.51693 2.63991
H -2.26560 -1.33893 -1.22468
H -1.61080 -0.65343 0.27266
H -3.30851 -0.34158 -0.22663
H -0.48927 -2.10869 4.27079
H -0.32452 -0.60458 3.40998
H 0.32605 -2.05630 2.71742
C -1.22347 -5.78741 4.55584
O -0.16928 -4.89003 4.78427
P 1.33782 -5.26272 4.35436
O 1.58596 -5.41038 2.90986
O 2.24033 -4.06473 5.04798
C 2.68610 -3.01763 4.21611
O 1.56635 -6.51839 5.30253
C 2.23071 -7.57853 4.65669
H -1.69846 -5.57622 3.59779
H -1.98247 -5.65691 5.32721
H -0.92914 -6.83359 4.63944
H 2.81995 -3.24855 3.15929
H 3.65229 -2.74736 4.64220
H 1.96869 -2.20067 4.13882
H 1.69887 -7.91047 3.76503
H 2.38837 -8.48526 5.24072
H 3.26652 -7.40376 4.36572
C 0.44022 4.88020 1.05114
O 0.20409 6.22876 1.42597
P -0.34424 6.54813 2.89305
O -1.68536 5.92363 3.17843
O 0.84281 6.00643 3.85560
C 2.16933 6.58289 3.82057
O -0.36503 8.16621 3.03042
C -1.07915 9.04450 2.16175
H 0.67294 4.13987 1.81656
H 1.25152 4.74829 0.33525
H -0.49587 4.54205 0.60673
H 2.25038 7.44669 3.16073
H 2.89605 5.83200 3.51051
H 2.47603 6.93788 4.80445
H -0.39241 9.60245 1.52523
H -1.63056 9.80134 2.71964
H -1.79799 8.49167 1.55698
C -2.01693 -3.75860 -3.63576
O -2.27809 -5.14470 -3.57251
P -2.23557 -5.81400 -2.12558
O -0.85369 -5.87267 -1.55948
O -3.30969 -4.95472 -1.28737
C -4.56960 -4.64461 -1.81044
O -3.01903 -7.22089 -2.21896
C -3.21891 -8.03744 -1.05262
H -1.16736 -3.70550 -4.31659
H -1.66230 -3.36836 -2.68181
H -2.90107 -3.24497 -4.01337
H -4.65632 -3.58159 -2.03527
H -5.37620 -5.00275 -1.17073
H -4.89935 -5.19905 -2.68906
H -4.26341 -8.29542 -0.87772
H -2.73895 -7.59031 -0.18209
H -2.71564 -8.98408 -1.24930
C -7.07921 3.04319 0.69360
O -6.33465 3.70754 -0.28879
P -5.17402 4.73062 0.19268
O -5.39820 5.34161 1.52748
O -3.80400 3.86153 0.12546
C -3.61803 2.97083 -0.95101
O -5.04687 5.74359 -1.06760
C -5.46592 7.09455 -0.81558
H -8.11195 3.00803 0.34672
H -7.06955 3.55089 1.65808
H -6.74236 2.02486 0.88764
H -4.05423 2.02416 -0.63218
H -2.55729 2.91258 -1.19501
H -4.09616 3.30578 -1.87149
H -6.39712 7.21277 -0.26151
H -5.67583 7.64345 -1.73360
H -4.72537 7.54704 -0.15608
C -1.23433 1.99577 1.46760
O -2.38830 1.26751 1.81183
P -3.49279 1.81918 2.85713
O -3.42261 3.30353 3.11485
O -4.82532 1.26335 2.25469
C -5.08068 -0.08301 2.27948
O -3.30834 0.93771 4.27828
C -2.24553 1.23212 5.14989
H -1.27726 2.37593 0.44695
H -0.46368 1.22491 1.46639
H -1.05292 2.76203 2.22128
H -4.24529 -0.69129 2.62623
H -5.41131 -0.42929 1.30027
H -6.00386 -0.39026 2.77086
H -1.44587 1.72404 4.59612
H -1.84625 0.41934 5.75656
H -2.69266 1.93385 5.85401
C -2.62277 0.37679 -4.24153
C -1.91598 1.02339 -5.43531
O -2.52590 0.50632 -6.67451
C -2.06601 -0.60745 -7.35281
O -1.28090 -1.43772 -6.99080
C -2.77021 -0.66138 -8.72510
F -2.17995 -1.52038 -9.59922
F -4.08922 -0.97082 -8.66312
F -2.64541 0.57570 -9.27712
H -2.30151 0.86993 -3.32408
H -2.32257 -0.67062 -4.21149
H -3.70702 0.43335 -4.33791
H -0.84550 0.83905 -5.34473
H -2.24491 2.06123 -5.38236
C 5.83474 1.65707 1.24949
C 6.61186 0.61148 1.99724
O 6.32466 0.82016 3.38177
C 6.39248 -0.11788 4.24938
O 6.75332 -1.26342 3.98796
C 5.73681 0.24332 5.65587
F 6.77271 0.30063 6.59125
F 5.17011 1.47513 5.62499
F 4.88827 -0.72429 6.05286
H 6.15644 2.67463 1.47125
H 4.78758 1.62302 1.55014
H 5.97537 1.38289 0.20395
H 7.69058 0.70281 1.87024
H 6.36504 -0.39785 1.66794
```

Computed properties:
2S+1 ... 1
HOMO-LUMO gap ... 3.71 eV
HOMO ... -7.476 eV
LUMO level ... -0.1382 hartree

Result set for calculated total energy: -10411.587, -12422.485, -65347.722, -219929.554 eV, one per record in the order listed.